1.
14
Properties=species:S:1:pos:R:3:nbo_charge:R:1 method="wB97M-V/def2-TZVPD" lumo_ev=0.57 total_charge=0 multiplicity=1 e_above_lowest_kj_mol=159.8
C -0.27 0.14 2.25 -0.424
C -0.12 -1.06 0.20 0.591
H 0.58 0.03 3.02 0.195
H -1.06 -0.77 2.51 0.223
H -0.86 1.17 2.55 0.214
H 2.43 0.66 0.80 0.089
H -0.29 -2.50 1.51 0.352
H -0.57 -1.84 -1.65 0.414
H 0.19 1.10 -2.31 0.096
N 0.16 0.16 0.91 -0.663
N -0.38 -2.22 0.56 -0.730
N -0.26 -1.00 -1.24 -0.761
S 1.20 1.33 0.44 0.242
S -0.87 0.49 -1.86 0.162

---

2.
23
Properties=species:S:1:pos:R:3:nbo_charge:R:1 method="wB97M-V/def2-TZVPD" lumo_ev="0.86 / -1.09" total_charge=0 multiplicity=3 e_above_lowest_kj_mol=35.2
C -0.15 -0.90 -2.43 -0.196
C -0.69 -0.14 -3.57 -0.737
C -1.00 2.06 0.50 -0.601
C 0.81 -1.97 0.83 -0.056
C -0.77 0.71 1.18 -0.406
C 1.09 -0.91 1.91 -0.423
C 0.70 0.53 1.56 -0.402
O 1.35 -1.71 -0.45 -0.676
S 0.97 -0.37 -1.42 0.623
H -1.60 0.35 -3.22 0.217
H -0.03 0.62 -3.99 0.230
H -0.99 -0.84 -4.36 0.237
H -2.06 2.22 0.31 0.207
H -0.48 2.09 -0.46 0.202
H -0.63 2.87 1.11 0.200
H 1.28 -2.92 1.12 0.200
H -0.27 -2.14 0.74 0.167
H -1.40 0.64 2.07 0.197
H -1.09 -0.07 0.49 0.198
H 2.16 -0.92 2.14 0.207
H 0.55 -1.23 2.80 0.205
H 1.33 0.88 0.74 0.202
H 0.92 1.16 2.42 0.205

---

3.
9
Properties=species:S:1:pos:R:3:nbo_charge:R:1 method="wB97M-V/def2-TZVPD" lumo_ev=-4.40 total_charge=+1 multiplicity=1 e_above_lowest_kj_mol=114.4
C -0.13 0.37 -0.31 0.395
N -0.25 1.58 0.20 -0.713
N 0.16 -0.67 0.45 -0.675
S -0.02 -2.36 -0.09 0.283
H -0.39 0.03 -1.54 0.272
H -0.25 2.41 -0.36 0.463
H -0.32 1.40 1.16 0.417
H 0.22 -0.61 1.44 0.425
H 0.97 -2.17 -0.94 0.132

---

4.
99
Properties=species:S:1:pos:R:3:mulliken_charge:R:1 method="wB97M-V/def2-TZVPD" lumo_ev=2.23 total_charge=-1 multiplicity=1 e_above_lowest_kj_mol=37.0
Bi 0.68 0.15 0.19 2.075
Br 1.05 6.30 5.63 -0.257
C 1.06 4.72 4.57 -0.345
C 2.16 3.86 4.62 -0.540
C 2.16 2.71 3.87 -0.156
C 1.08 2.34 3.01 -0.122
O 1.13 1.24 2.37 -0.848
C -0.02 3.26 2.97 0.442
C -1.23 3.05 2.18 -0.644
N -1.33 2.34 1.12 1.014
C -2.59 2.24 0.52 -0.822
C -3.27 3.31 0.00 -0.192
C -4.54 3.14 -0.61 -0.893
C -5.12 1.91 -0.67 -0.810
C -4.45 0.78 -0.15 1.417
C -4.99 -0.53 -0.18 -0.881
C -4.27 -1.56 0.34 -0.790
C -2.99 -1.30 0.88 -0.251
N -2.45 -0.11 0.92 -0.234
C -3.17 0.93 0.43 0.325
C -0.02 4.41 3.77 -0.785
H 3.00 4.09 5.26 0.416
H 2.99 2.02 3.92 0.450
H -2.11 3.59 2.55 0.331
H -2.82 4.30 0.05 0.525
H -5.05 4.00 -1.02 0.367
H -6.10 1.78 -1.13 0.387
H -5.97 -0.69 -0.61 0.407
H -4.64 -2.58 0.33 0.435
H -2.38 -2.12 1.26 0.317
H -0.88 5.06 3.75 0.446
C 3.33 2.54 0.50 0.004
C 4.20 3.74 0.06 -0.831
N 3.67 4.34 -1.17 -0.222
C 3.67 3.30 -2.20 -0.861
C 2.80 2.10 -1.78 0.363
N 2.22 2.35 -0.45 0.461
C 1.41 3.58 -0.49 0.347
C 2.30 4.77 -0.93 -0.902
H 2.92 2.70 1.49 -0.577
H 3.90 1.60 0.52 0.700
H 5.23 3.44 -0.13 0.265
H 4.22 4.51 0.84 0.403
H 4.71 3.00 -2.38 0.286
H 3.30 3.75 -3.13 0.417
H 3.33 1.15 -1.73 0.662
H 1.98 1.95 -2.47 -0.840
H 0.99 3.74 0.51 -0.224
H 0.58 3.41 -1.18 -0.097
H 2.31 5.55 -0.16 0.382
H 1.92 5.22 -1.85 0.328
S -0.66 -3.88 -0.39 -0.462
P 0.44 -3.71 1.22 0.740
S 0.69 -1.93 2.15 -0.540
C -0.24 -4.84 2.50 0.302
C -0.56 -4.42 3.79 -0.222
C -1.10 -5.32 4.70 -0.585
C -1.30 -6.65 4.34 -0.363
C -0.97 -7.07 3.06 -0.631
C -0.45 -6.17 2.15 -0.665
C 2.10 -4.43 0.97 0.502
C 2.46 -4.99 -0.25 -0.333
C 3.72 -5.55 -0.41 -0.530
C 4.62 -5.57 0.64 -0.414
C 4.26 -5.01 1.86 -0.611
C 3.01 -4.44 2.03 -0.559
H -0.40 -3.39 4.06 0.331
H -1.35 -4.98 5.70 0.384
H -1.71 -7.35 5.06 0.357
H -1.13 -8.10 2.78 0.367
H -0.22 -6.49 1.14 0.369
H 1.74 -4.96 -1.06 0.299
H 3.99 -5.97 -1.37 0.382
H 5.60 -6.00 0.51 0.363
H 4.97 -5.01 2.69 0.375
H 2.74 -3.99 2.97 0.386
C -0.04 0.47 -3.48 -0.943
N -0.53 0.09 -4.81 0.117
C -1.60 1.02 -5.19 -0.761
N -2.70 1.04 -4.22 0.108
C -2.16 1.39 -2.91 -0.262
N -1.11 0.46 -2.47 0.650
C -1.68 -0.90 -2.44 0.686
N -2.21 -1.30 -3.75 0.015
C -1.12 -1.25 -4.71 -0.748
C -3.23 -0.33 -4.14 -0.727
H 0.34 1.49 -3.55 0.283
H 0.75 -0.20 -3.15 0.191
H -1.99 0.74 -6.17 0.339
H -1.18 2.03 -5.25 0.337
H -2.96 1.39 -2.18 -0.404
H -1.73 2.40 -2.95 0.254
H -2.48 -0.93 -1.70 -0.802
H -0.90 -1.60 -2.13 0.083
H -1.49 -1.55 -5.70 0.360
H -0.34 -1.95 -4.40 0.384
H -4.04 -0.35 -3.40 0.324
H -3.64 -0.61 -5.11 0.362
O 1.91 -0.71 -1.02 -0.936

---

5.
11
Properties=species:S:1:pos:R:3:nbo_charge:R:1 method="wB97M-V/def2-TZVPD" lumo_ev=3.44 total_charge=-1 multiplicity=1 e_above_lowest_kj_mol=398.2
C 0.53 -0.10 -1.04 -0.576
C -0.32 -0.81 -0.22 0.412
C 1.06 0.82 0.82 0.569
C -0.20 0.17 1.15 -0.136
O -0.99 -1.86 -0.37 -0.692
O 2.10 1.12 1.37 -0.594
O -0.36 -0.28 2.49 -0.742
S 0.34 0.40 -2.62 0.032
H -1.01 0.95 1.28 0.205
H 0.31 -0.92 2.77 0.462
H 1.65 0.15 -3.34 0.060

---

6.
86
Properties=species:S:1:pos:R:3:lowdin_spin:R:1 method="wB97M-V/def2-TZVPD" lumo_ev="2.35 / 2.35" total_charge=-1 multiplicity=2 e_above_lowest_kj_mol=209.6
Ir -1.07 -0.11 -0.67 0.837
N -0.60 2.61 -3.62 0.000
C 0.32 2.96 -2.46 0.000
C 1.01 4.29 -2.74 0.000
P 1.53 1.54 -2.57 0.001
O 1.88 1.78 -4.18 0.000
O 2.78 1.78 -1.82 0.003
O 0.67 0.32 -2.56 0.008
P -0.85 3.15 -1.03 0.000
O -1.87 4.19 -1.80 0.000
O -0.24 3.83 0.12 0.001
O -1.68 1.88 -0.95 0.000
H -0.07 2.60 -4.49 0.000
H -1.40 3.25 -3.66 0.000
H -0.94 1.65 -3.45 0.001
H 1.62 4.24 -3.64 0.000
H 1.67 4.50 -1.89 0.000
H 0.29 5.11 -2.82 0.000
H 2.82 2.01 -4.23 0.000
H -2.07 4.92 -1.21 0.000
C -3.84 1.07 -3.69 0.000
Si -3.19 -0.64 -3.20 0.010
C -4.41 -1.92 -3.89 0.002
C -1.60 -0.99 -4.13 0.006
N -2.93 -0.76 -1.51 0.018
C -3.98 -0.83 -0.61 0.002
C -5.32 -0.60 -0.94 -0.001
C -6.37 -0.72 -0.03 0.000
C -6.11 -1.06 1.29 -0.001
C -4.79 -1.26 1.68 0.000
C -3.77 -1.14 0.77 -0.001
O -2.45 -1.33 1.12 -0.001
C -2.05 -1.68 2.39 -0.001
C -2.02 -3.03 2.73 0.000
C -1.50 -3.40 3.96 0.000
C -1.02 -2.43 4.83 0.000
C -1.05 -1.09 4.47 0.000
C -1.57 -0.71 3.24 0.000
H -3.73 1.27 -4.76 0.000
H -3.34 1.84 -3.11 0.000
H -4.90 1.15 -3.45 0.000
H -4.12 -2.18 -4.91 0.000
H -5.44 -1.58 -3.92 0.000
H -4.38 -2.83 -3.29 0.000
H -1.72 -0.71 -5.19 0.001
H -1.40 -2.06 -4.11 0.000
H -0.72 -0.48 -3.73 0.003
H -5.56 -0.30 -1.96 0.000
H -7.38 -0.54 -0.36 0.000
H -6.92 -1.15 2.01 0.000
H -4.55 -1.51 2.71 0.000
H -2.41 -3.76 2.03 0.000
H -1.48 -4.45 4.24 0.000
H -0.59 -2.73 5.78 0.000
H -0.63 -0.35 5.12 0.000
H -1.55 0.32 2.92 0.000
N -0.50 -2.11 -0.66 -0.001
H -1.31 -2.61 -1.01 0.001
H -0.25 -2.47 0.25 0.000
H 0.28 -2.25 -1.29 0.001
S 2.06 0.46 4.25 0.001
P 2.99 -0.13 2.65 0.000
S 1.80 -0.96 1.18 0.007
C 4.14 -1.50 2.97 0.000
C 3.61 -2.76 3.29 0.000
C 4.45 -3.81 3.59 0.000
C 5.83 -3.63 3.59 0.000
C 6.36 -2.38 3.30 0.000
C 5.52 -1.32 2.98 0.000
C 3.97 1.16 1.85 0.001
C 4.05 2.43 2.42 0.000
C 4.78 3.42 1.79 0.000
C 5.45 3.15 0.61 0.000
C 5.37 1.89 0.03 0.000
C 4.63 0.90 0.65 0.001
H 2.54 -2.89 3.30 0.000
H 4.04 -4.78 3.83 0.000
H 6.49 -4.45 3.83 0.000
H 7.43 -2.23 3.30 0.000
H 5.94 -0.35 2.75 0.000
H 3.51 2.62 3.34 0.000
H 4.82 4.41 2.22 0.000
H 6.01 3.93 0.11 0.000
H 5.85 1.69 -0.92 0.000
H 4.52 -0.07 0.18 0.000
S 0.58 0.73 0.80 0.099

---

7.
14
Properties=species:S:1:pos:R:3:nbo_charge:R:1 method="wB97M-V/def2-TZVPD" lumo_ev=0.51 total_charge=0 multiplicity=1 e_above_lowest_kj_mol=720.6
C -2.34 -1.02 0.08 -0.072
C -0.28 1.93 -0.17 0.394
C 1.88 -0.40 -0.23 0.204
H -2.91 -0.60 -0.85 0.187
H -2.27 -1.87 0.59 0.199
H -0.40 2.95 -0.41 0.184
H 0.40 -0.16 1.14 0.448
H 2.97 -0.28 -0.85 0.213
H 2.03 -2.18 -0.66 0.328
N -1.43 -0.18 0.45 -0.307
N -1.41 1.17 -0.10 -0.387
N 1.35 0.40 0.82 -0.373
N 1.35 -1.56 0.00 -0.628
O 1.08 1.79 0.20 -0.390

---

8.
80
Properties=species:S:1:pos:R:3:lowdin_spin:R:1 method="wB97M-V/def2-TZVPD" lumo_ev="0.20 / -1.01" total_charge=0 multiplicity=6 e_above_lowest_kj_mol=159.0
Ru -0.86 -0.09 -0.90 2.627
N 5.92 1.44 -5.30 0.001
C 5.15 1.17 -4.20 0.001
C 5.36 1.86 -2.99 0.000
C 4.66 1.51 -1.86 0.001
C 3.73 0.50 -1.92 0.002
C 3.48 -0.17 -3.11 0.001
C 4.18 0.17 -4.24 0.000
S 2.83 -0.04 -0.49 0.009
O 2.85 -1.48 -0.47 0.001
O 3.32 0.60 0.70 0.002
N 1.26 0.38 -0.77 0.044
C 0.98 1.64 -1.06 0.016
N -0.36 1.84 -1.26 0.039
C -0.79 3.10 -1.41 0.015
C 0.10 4.15 -1.40 0.007
C 1.46 3.84 -1.32 0.011
N 1.89 2.59 -1.16 0.005
H 6.44 2.30 -5.32 0.000
H 5.61 1.08 -6.18 0.000
H 6.10 2.65 -2.97 0.000
H 4.83 2.01 -0.92 0.000
H 2.73 -0.95 -3.11 0.000
H 4.00 -0.35 -5.17 0.000
H -1.86 3.22 -1.55 0.005
H -0.23 5.17 -1.50 0.000
H 2.23 4.59 -1.39 0.001
C -5.80 1.23 -0.13 0.000
Ge -4.00 0.85 0.68 0.089
C -4.40 -0.52 2.12 0.019
C -3.45 2.52 1.63 0.022
C -2.87 0.23 -0.75 0.681
H -6.50 1.57 0.63 0.000
H -6.22 0.33 -0.58 0.001
H -5.73 1.99 -0.89 0.000
H -4.24 -0.08 3.11 0.002
H -3.78 -1.41 2.05 0.000
H -5.44 -0.81 2.05 0.001
H -3.89 2.55 2.62 0.002
H -3.78 3.40 1.09 0.000
H -2.37 2.56 1.73 0.000
H -3.36 0.26 -1.73 0.055
C 1.78 -3.88 -2.04 0.006
N 0.40 -3.64 -1.66 0.101
C -0.35 -4.62 -1.04 0.343
C -1.63 -4.36 -0.61 0.040
C -2.12 -3.06 -0.73 0.219
N -1.31 -2.08 -1.25 0.176
C -0.12 -2.39 -1.85 0.037
O 0.43 -1.53 -2.55 0.087
N -3.40 -2.68 -0.46 0.141
H 2.13 -4.78 -1.55 0.002
H 2.38 -3.03 -1.71 0.001
H 1.87 -3.99 -3.13 0.002
H 0.11 -5.59 -0.98 0.030
H -2.26 -5.14 -0.21 -0.005
H -3.98 -3.26 0.12 0.005
H -3.54 -1.66 -0.47 0.031
C -0.12 2.77 3.78 0.001
C -0.87 1.70 4.57 0.000
C -0.47 0.30 4.14 0.006
S -1.32 -0.10 2.54 0.010
O -0.59 0.61 1.46 0.078
C -0.79 -1.87 2.41 0.002
C 0.51 -2.05 1.65 0.011
C 1.77 -1.68 2.42 0.002
H -0.55 3.75 3.98 0.000
H -0.19 2.57 2.71 0.000
H 0.93 2.79 4.06 0.000
H -1.95 1.81 4.40 0.000
H -0.68 1.82 5.64 0.000
H -0.83 -0.44 4.84 0.001
H 0.61 0.21 4.02 0.000
H -1.60 -2.37 1.88 0.001
H -0.74 -2.27 3.43 0.000
H 0.48 -1.43 0.73 0.006
H 0.58 -3.10 1.34 0.003
H 1.87 -0.60 2.50 0.000
H 2.64 -2.02 1.87 0.000
H 1.77 -2.14 3.41 0.001